{
  "formula": "C2H10N2P",
  "method": "ωB97M-V with the def2-TZVPD basis set",
  "charge": 1,
  "lumo_ev": [-5.9, -4.5],
  "symbols": ["N", "H", "H", "H", "C", "H", "N", "H", "P", "C", "H", "H", "H", "H", "H"],
  "coordinates": [[-1.4031, 0.6258, -1.0322], [1.2030, 1.9390, -0.8423], [-2.2669, 1.0218, -0.6753], [0.2881, 0.3529, 2.3907], [1.4855, 0.9021, -0.9356], [2.3067, 0.5323, -0.4067], [-0.1662, -2.8997, -0.0235], [0.1163, 1.7579, 1.6585], [-0.0820, 0.1983, -0.1309], [-0.3110, 0.8018, 1.5464], [-1.5750, 0.1679, -1.9607], [1.5900, 0.4730, -1.9355], [-0.5106, -3.2257, 0.8239], [-1.4113, 0.6093, 1.7269], [0.7365, -3.2567, -0.2038]],
  "forces_ev_per_a": [[-0.02, -0.57, -0.96], [0.77, 0.58, -0.41], [0.30, -0.10, 0.31], [-0.65, -0.70, -1.28], [-2.81, -1.16, -0.24], [1.31, -0.03, 1.26], [-0.92, 2.15, -2.37], [-0.50, 1.96, -0.28], [0.84, -0.75, -0.64], [-0.63, -1.71, 0.87], [0.54, 0.60, 1.28], [-0.37, 0.58, -0.09], [-0.51, -0.99, 2.22], [1.23, 0.88, 0.24], [1.41, -0.74, 0.07]],
  "lowdin_charge": [-0.123, 0.051, 0.079, 0.090, -0.154, 0.026, 0.115, 0.035, 0.937, -0.227, 0.108, 0.060, -0.046, 0.080, -0.032]
}


{
  "formula": "C14H30N6O16",
  "method": "ωB97M-V with the def2-TZVPD basis set",
  "smiles": "C[N+](=O)[O-].C[N+](=O)[O-].C[N+](=O)[O-].C[N+](=O)[O-].C[N+](=O)[O-].C[N+](=O)[O-].O=C1CCCO1.O=C1CCCO1",
  "charge": 0,
  "lumo_ev": -0.4,
  "symbols": ["C", "H", "C", "H", "H", "C", "H", "H", "O", "H", "O", "H", "H", "C", "O", "H", "O", "O", "H", "C", "H", "H", "O", "H", "C", "O", "H", "H", "C", "H", "N", "N", "C", "N", "N", "H", "C", "O", "N", "O", "O", "H", "C", "H", "C", "H", "H", "O", "H", "H", "O", "H", "C", "O", "C", "H", "H", "O", "H", "N", "H", "O", "O", "H", "C", "H"],
  "coordinates": [[-3.8764, -2.0504, -0.3465], [0.1647, 3.4817, 4.4356], [0.4333, 3.1802, 3.4104], [2.5538, -2.1254, 3.2727], [0.7941, -1.6158, 5.0393], [1.7866, -2.9507, -3.7495], [2.1955, 0.9156, -1.3040], [-5.0209, 0.2776, 0.4484], [1.2348, -0.7146, -3.7918], [-1.0700, 0.5984, -5.1637], [4.0305, -2.2475, 0.7014], [1.4722, 2.8483, 3.3873], [6.6537, -1.8973, 0.1531], [1.0629, -2.7527, 1.8612], [-0.4143, 4.5861, 0.5397], [2.6328, -3.4659, -3.2648], [-0.8164, -3.7937, 4.6423], [-0.9528, 2.9497, -4.7269], [-2.5615, -0.5043, -1.0991], [-3.6099, -0.6465, -0.8262], [1.7818, -0.7680, 2.4557], [-2.2737, -0.7932, 1.5013], [0.0714, 1.2236, 2.3015], [5.6871, -2.7899, -1.0898], [1.6124, -1.7499, 2.8980], [-2.6589, 2.6037, -3.4077], [-3.6828, -0.5884, 2.5156], [0.3994, -2.3145, 1.1229], [-2.0850, 4.1349, -0.9866], [0.8150, -3.3038, -3.4611], [-1.4779, 4.0253, 0.3609], [2.0263, -1.5316, -3.3380], [1.6439, 1.3425, -0.4451], [0.3152, 0.8511, -0.7959], [-1.7429, 2.2391, -4.1164], [1.8981, 0.9082, 0.5246], [5.8975, -1.8184, -0.6420], [-1.3549, 1.6800, 3.8176], [4.6589, -1.4176, 0.0601], [-0.5857, 1.6139, -1.0282], [0.2297, -3.7222, 2.6530], [-4.1882, -0.3693, -1.7296], [-3.9076, 0.2220, 0.4133], [-2.7563, 4.9829, -0.7674], [-3.3757, -0.7242, 1.4759], [1.5603, 2.4325, -0.5326], [-0.2723, -1.1321, 3.7841], [4.3074, -0.2348, -0.0144], [0.1071, 3.9442, 2.7062], [-1.3283, 4.4828, -1.7024], [-4.1135, -3.0106, -0.9806], [1.7765, -3.3571, 1.3133], [0.5400, -1.8272, 4.0109], [0.1396, -0.3568, -0.8391], [-0.0874, -3.2457, 3.8721], [-2.4612, 0.2686, -4.0201], [6.0675, -0.9781, -1.3327], [2.9532, -1.1900, -2.6445], [-0.8311, 0.7374, -3.2921], [-0.3637, 1.9673, 3.1676], [-3.4413, 1.1885, 0.5124], [-3.8829, -2.0537, 1.0418], [-2.0146, 3.3098, 1.1802], [-2.7399, 3.2606, -1.1284], [-1.5142, 0.7821, -4.1770], [1.9593, -2.9969, -4.8361]],
  "forces_ev_per_a": [[-0.01, 1.37, 1.84], [0.19, 0.09, -0.45], [-0.55, 0.18, 1.69], [0.36, -0.04, 0.09], [0.52, -0.10, 0.14], [2.44, -0.10, 0.08], [0.53, 0.32, 0.83], [0.75, 0.30, 0.49], [-0.04, -0.47, 0.02], [0.14, -0.27, 0.70], [0.74, 0.16, -0.55], [-0.17, 0.43, -0.40], [-0.11, 0.01, -0.49], [-0.96, -0.71, 1.02], [0.05, 0.41, 0.20], [-0.75, -0.26, -0.14], [0.17, -0.26, 0.02], [-0.80, -0.16, 0.64], [0.15, -0.35, 0.03], [0.21, 1.44, -0.54], [-0.19, -0.05, 0.16], [-0.31, 0.25, -0.29], [0.15, 0.09, -0.36], [0.26, 0.24, -0.09], [-0.51, -0.77, 0.19], [0.08, 0.56, -0.25], [-0.30, 0.11, -0.30], [-0.20, 0.30, 0.07], [-1.22, 1.18, 1.02], [-0.34, 0.15, 0.20], [1.02, -1.30, -0.47], [-1.49, 1.49, -0.82], [0.02, 0.14, -1.24], [-1.22, -1.67, 0.56], [-0.04, 0.26, -0.63], [0.19, 0.31, -0.37], [-0.20, 0.48, 0.19], [0.64, 0.95, -0.09], [-1.75, 1.12, 0.84], [-0.47, 1.29, -0.34], [0.69, 0.36, -0.64], [0.11, -0.42, 0.57], [-0.73, -1.16, -0.03], [-0.04, -0.11, -0.64], [-0.24, -1.27, 0.35], [0.40, -0.37, 0.47], [-0.13, 0.00, -0.10], [0.74, -1.22, -0.05], [0.39, -0.20, -0.18], [-0.41, -0.78, 0.19], [-0.24, -1.49, -0.97], [0.30, 0.05, 0.27], [-0.54, -0.32, -0.76], [0.57, -0.08, 0.06], [0.43, 1.59, -0.45], [0.23, 0.06, 0.11], [0.32, -0.75, 0.15], [0.57, -0.93, 0.34], [-0.38, -1.01, -0.99], [-0.66, -1.65, -0.24], [0.10, 0.37, -0.41], [0.67, 0.92, -0.75], [-0.29, 0.30, 0.14], [0.90, 0.36, -0.38], [0.67, 0.48, 0.35], [-0.38, 0.16, 0.44]],
  "lowdin_charge": [-0.495, 0.106, 0.050, 0.103, 0.114, 0.066, 0.095, 0.133, 0.039, 0.105, 0.060, 0.106, 0.111, -0.098, 0.046, 0.100, 0.115, 0.062, 0.098, -0.090, 0.087, 0.117, 0.016, 0.101, -0.144, 0.039, 0.126, 0.104, 0.029, 0.099, -0.444, -0.424, 0.054, -0.432, -0.447, 0.087, 0.049, 0.075, -0.425, 0.050, 0.013, 0.130, -0.135, 0.114, -0.134, 0.110, 0.103, 0.036, 0.074, 0.111, 0.139, 0.102, -0.062, 0.046, -0.492, 0.099, 0.107, 0.061, 0.084, -0.435, 0.087, 0.003, 0.058, 0.088, 0.043, 0.109]
}


{
  "formula": "C5H8O2",
  "method": "ωB97M-V with the def2-TZVPD basis set",
  "smiles": "C=C=C=O.COC",
  "charge": 0,
  "lumo_ev": [-0.6, -0.6],
  "symbols": ["C", "C", "H", "H", "O", "H", "H", "H", "H", "C", "O", "C", "H", "H", "C"],
  "coordinates": [[1.1477, 3.1820, 0.9836], [-0.9686, -1.9057, 0.7289], [2.1254, 3.2976, 1.4431], [-0.2131, -2.3732, -1.9798], [-0.6993, -1.0570, -0.3855], [0.6247, 4.0527, 1.3772], [-0.4436, -1.4705, 1.5853], [-0.6229, -2.9345, 0.5950], [0.4689, -0.7456, -2.2306], [0.7419, 2.0730, 0.3883], [-1.3834, 1.8357, -0.6699], [0.3668, -1.5709, -1.5334], [1.2858, -1.9225, -1.0732], [-2.0456, -1.9760, 0.8717], [-0.3845, 1.5148, -0.1007]],
  "forces_ev_per_a": [[0.86, -0.35, 1.42], [0.85, 0.04, -0.57], [0.76, -0.31, -0.86], [0.32, -0.15, -0.18], [2.05, -0.49, -2.41], [-1.29, -0.24, -0.56], [-0.32, -0.26, 0.22], [0.18, 0.03, -0.14], [0.07, 0.12, 0.35], [-1.60, -2.46, -0.05], [1.14, -3.15, 0.61], [-3.01, 0.29, 2.62], [-0.04, 0.24, 0.08], [-0.05, 0.31, 0.13], [0.09, 6.36, -0.65]],
  "lowdin_charge": [-0.019, -0.138, 0.038, 0.068, -0.317, 0.058, 0.081, 0.076, 0.069, -0.099, 0.135, 0.050, 0.072, 0.080, -0.154]
}


{
  "formula": "C26H23N3O3PS5V",
  "method": "ωB97M-V with the def2-TZVPD basis set",
  "multiplicity": 3,
  "s2": 2.03,
  "charge": -2,
  "lumo_ev": [4.5, 4.5],
  "symbols": ["C", "H", "V", "C", "C", "N", "O", "H", "C", "H", "H", "H", "C", "C", "N", "S", "H", "H", "C", "H", "C", "H", "C", "C", "H", "P", "C", "H", "H", "O", "H", "C", "C", "C", "C", "H", "S", "C", "C", "H", "S", "H", "S", "C", "C", "H", "H", "H", "C", "C", "N", "H", "H", "S", "C", "C", "C", "H", "H", "O", "C", "C"],
  "coordinates": [[1.1592, 3.5065, 4.4992], [-1.3795, 3.9283, 4.9138], [0.4648, 0.2574, 1.0973], [-1.8434, 1.4795, -3.1064], [0.2868, 2.1089, 2.7089], [0.0354, 3.0154, 3.7114], [1.4508, 1.7612, 2.3968], [2.3630, -3.2209, -2.2649], [-2.1002, 2.5697, -3.9304], [0.9450, 4.5197, 4.8379], [-2.6509, 0.6625, 0.8798], [-3.2985, 2.9699, 3.6673], [-1.1498, 1.6238, -1.8965], [-0.2568, -3.0857, -0.6960], [-2.9558, 1.3325, 1.5881], [0.5457, 3.0489, -0.2130], [1.5747, -2.9884, 1.7354], [-1.9125, 4.7047, -4.1219], [-0.5790, 2.8724, -1.5439], [-3.8285, 1.1545, 2.0499], [-1.6371, -3.0336, -0.4726], [2.6168, -3.4490, 0.3694], [-1.2498, 3.2785, 4.0591], [-1.9927, 1.8573, 2.3164], [2.0418, 3.5036, 3.8753], [0.8575, -1.7083, -0.1442], [-2.4655, -4.0797, -0.8626], [1.3305, 2.8515, 5.3547], [-2.6420, 2.4371, -4.8603], [2.4529, -0.3204, 1.0905], [-0.5511, 4.9458, -2.0652], [-0.5591, -5.3018, -1.6481], [2.8487, 0.5274, -2.9884], [-1.9343, -5.2069, -1.4784], [2.4754, -2.1640, -2.4622], [4.1032, -0.1117, -4.6163], [-0.6964, -1.3382, 2.4686], [0.2663, -4.2574, -1.2452], [2.0922, -2.6315, 0.8470], [2.9988, 1.5849, -3.1682], [-0.2432, 0.0645, 5.1083], [-2.2072, 0.4911, -3.3701], [-1.1182, 0.1930, -0.8518], [3.4715, -0.4221, -3.7910], [1.8334, -1.2282, -1.6551], [-3.5327, -4.0113, -0.6793], [1.3375, -4.3820, -1.3460], [1.5840, 0.8993, -1.3391], [-0.9165, 3.9706, -2.3663], [3.2833, -1.7683, -3.5246], [-0.7355, 1.5813, 2.0101], [-0.1248, -6.1941, -2.0862], [-2.0641, -2.1808, 0.0286], [-2.9792, -0.9051, 4.3207], [-2.2795, 2.7559, 3.3890], [-1.6706, 3.8318, -3.5246], [3.0321, -1.4948, 1.2411], [3.7741, -2.5179, -4.1370], [-2.5815, -6.0138, -1.8036], [4.1835, -1.6882, 1.5875], [-1.3106, -0.7147, 4.0455], [2.0378, 0.1291, -1.9386]],
  "forces_ev_per_a": [[-0.25, -0.13, 0.07], [0.01, 0.02, -0.02], [1.39, 0.21, -0.99], [0.02, 0.24, 0.16], [0.86, 0.40, 0.26], [0.34, 0.09, -0.04], [-1.43, -0.02, 0.42], [0.10, 0.13, -0.10], [0.05, -0.05, 0.19], [-0.04, -0.01, -0.02], [-0.04, 0.04, 0.01], [-0.02, -0.03, 0.02], [-0.11, 0.07, 0.00], [-0.17, 0.02, 0.15], [-0.51, -0.53, -0.57], [0.00, -0.26, -0.34], [-0.10, -0.08, 0.10], [0.05, 0.02, 0.00], [0.05, -0.01, -0.18], [-0.13, -0.03, 0.04], [0.13, -0.08, -0.11], [0.13, -0.12, -0.13], [0.33, 0.19, 0.25], [0.66, 0.36, 0.33], [0.12, 0.01, -0.13], [0.23, -1.35, -0.94], [0.08, -0.02, -0.05], [-0.02, -0.04, -0.01], [-0.02, 0.01, 0.02], [0.37, -0.38, 0.35], [0.03, 0.00, -0.04], [-0.05, 0.06, 0.02], [0.05, -0.17, -0.08], [0.09, 0.10, 0.07], [0.04, 0.01, 0.01], [0.00, -0.01, 0.02], [-0.17, -0.32, 0.42], [-0.02, -0.10, 0.01], [-0.03, 0.44, -0.04], [-0.05, -0.01, 0.01], [-0.17, -0.27, -0.14], [0.02, 0.06, 0.01], [-0.13, 0.08, -0.05], [-0.04, 0.07, 0.02], [0.06, 0.06, 0.02], [0.07, 0.02, -0.01], [-0.18, -0.05, 0.05], [-0.14, 0.18, 0.20], [0.01, -0.24, 0.01], [-0.04, -0.04, 0.02], [-0.89, 0.80, 1.06], [0.01, 0.04, 0.01], [-0.01, 0.13, 0.03], [0.27, -0.06, 0.01], [-0.40, -0.16, -0.09], [0.10, -0.09, 0.10], [-0.34, 0.60, -0.20], [-0.03, 0.01, 0.04], [0.00, 0.00, 0.04], [-0.15, 0.12, -0.03], [-0.03, 0.44, -0.18], [0.04, -0.36, -0.04]],
  "mulliken_spin": [0.000, 0.000, 2.064, 0.000, -0.028, 0.003, 0.006, 0.000, -0.002, 0.000, 0.001, 0.000, -0.004, 0.007, 0.006, -0.002, 0.002, 0.000, 0.002, 0.001, -0.009, -0.003, 0.002, 0.016, 0.000, -0.057, -0.003, 0.000, 0.000, 0.008, 0.000, -0.001, 0.000, 0.000, 0.002, 0.000, -0.006, 0.002, -0.012, 0.000, 0.009, 0.001, -0.032, 0.000, -0.011, 0.000, 0.000, -0.035, 0.000, 0.000, -0.008, 0.000, 0.012, -0.001, 0.002, 0.003, 0.011, 0.000, 0.000, 0.002, 0.021, 0.031]
}


{
  "formula": "C5H7N3",
  "method": "ωB97M-V with the def2-TZVPD basis set",
  "smiles": "[H]/N=C(/N)N1C(=C)C1=C",
  "charge": 0,
  "lumo_ev": 0.7,
  "symbols": ["C", "N", "N", "C", "H", "H", "C", "H", "H", "N", "H", "C", "H", "H", "C"],
  "coordinates": [[-0.4970, 2.0805, -0.8485], [1.1682, -2.3284, 0.6691], [0.1706, -0.3063, -0.0562], [0.0272, 0.9966, -0.3439], [0.1123, 2.8007, -1.3775], [-1.5440, 2.3355, -0.6740], [-1.1028, -0.3411, 0.3678], [-2.6968, 0.9832, 0.6435], [0.2258, -2.5015, 1.0128], [2.4394, -0.6584, -0.3351], [-2.8587, -0.7043, 1.4154], [-2.2680, -0.0007, 0.8416], [2.3885, 0.1608, -0.9198], [3.1621, -1.3302, -0.5320], [1.2732, -1.1865, 0.1367]],
  "forces_ev_per_a": [[0.13, 0.47, 0.24], [0.08, 0.18, -0.01], [-0.13, 0.15, 0.44], [-1.43, -2.00, -0.31], [0.01, 0.15, 0.06], [0.04, -0.04, 0.00], [1.79, 1.66, -0.17], [0.06, -0.02, 0.03], [0.00, 0.06, -0.13], [-0.09, 0.01, 0.02], [-0.13, -0.01, -0.13], [-0.34, -0.22, -0.05], [-0.02, -0.13, -0.03], [0.01, 0.09, 0.07], [0.01, -0.34, -0.03]],
  "lowdin_charge": [0.004, 0.135, -0.065, -0.084, 0.046, 0.048, -0.074, 0.048, 0.042, 0.145, 0.049, 0.006, 0.092, 0.104, -0.496]
}


{
  "formula": "C4H14NO3",
  "method": "ωB97M-V with the def2-TZVPD basis set",
  "charge": 1,
  "lumo_ev": -3.2,
  "symbols": ["C", "H", "H", "H", "H", "H", "H", "C", "C", "H", "C", "H", "H", "O", "N", "H", "H", "H", "H", "O", "O", "H"],
  "coordinates": [[-1.1484, -0.3982, -0.9045], [2.9310, 2.3473, 2.7070], [3.8123, 1.5472, 3.4531], [0.1658, -1.5348, 0.3029], [0.1667, -2.9681, -0.9434], [-2.1031, 0.1837, -0.7301], [-0.6354, 1.5081, -1.0783], [-0.5775, -0.7759, 0.4696], [0.2280, 0.4109, 0.9596], [0.6945, 0.8555, -1.7289], [-1.3072, -1.6202, -1.7366], [-0.7668, 0.6236, -2.6328], [0.3856, 0.3472, 2.0901], [-0.3544, 1.6582, 0.6682], [-0.3635, 0.7555, -1.7437], [-1.2925, -1.3202, 1.2006], [-1.5995, -1.4498, -2.7322], [1.1801, 0.5577, 0.4803], [-1.1210, 2.1196, 1.3256], [2.8657, 1.7425, 3.4421], [-0.0562, -2.3333, -1.7345], [-2.0835, -2.3432, -1.2429]],
  "forces_ev_per_a": [[-1.26, 0.86, 0.69], [-0.79, 0.71, -0.46], [-0.01, -0.58, 0.78], [0.39, -0.27, -0.02], [-1.40, 1.93, -2.31], [0.80, -0.92, -0.45], [-0.22, 0.64, -0.81], [0.48, -0.03, 0.02], [-0.60, 0.20, 3.67], [-1.54, -1.04, -0.41], [0.00, -3.34, 2.81], [-0.29, 0.79, -1.50], [0.21, -0.08, -1.54], [-3.95, 3.50, 1.69], [1.37, -1.19, 3.50], [0.58, 1.66, -1.30], [-0.23, 0.15, -1.39], [0.61, -0.80, -0.12], [3.32, -2.52, -2.30], [0.77, -0.12, -0.36], [0.87, -1.23, 0.70], [0.89, 1.69, -0.89]],
  "lowdin_charge": [-0.223, 0.021, 0.044, 0.091, 0.160, 0.174, 0.119, -0.124, -0.257, 0.194, -0.210, 0.131, 0.155, -0.162, 0.225, 0.177, 0.110, 0.119, 0.241, -0.057, -0.106, 0.178]
}